Formula: C22H19Cl4N5O4PbS3
Source: the Open Molecules 2025 dataset
Level of theory: ωB97M-V/def2-TZVPD

Last column: Mulliken charge in e.
Element x y z (Å)
Pb 10.72 8.89 12.04  1.067
C 8.19 9.15 6.17  -0.738
S 7.04 8.37 7.41  -0.118
C 7.73 8.95 8.95  0.150
S 8.83 10.31 9.00  -0.372
N 7.26 8.20 9.94  -1.157
N 7.65 8.56 11.16  0.958
C 6.86 8.15 12.10  -1.071
C 7.18 8.44 13.51  0.875
C 6.22 8.26 14.52  -0.687
C 6.51 8.67 15.82  -0.313
C 7.80 9.12 16.14  -0.683
C 8.71 9.30 15.07  -0.129
N 8.37 8.97 13.84  0.367
H 8.73 10.02 6.53  0.260
H 8.82 8.34 5.87  0.239
H 7.48 9.47 5.35  0.249
H 5.91 7.53 11.86  0.120
H 5.29 7.80 14.24  0.410
H 5.77 8.45 16.65  0.295
H 8.16 9.35 17.21  0.285
H 9.84 9.50 15.30  0.268
Cl 15.94 5.04 15.01  -0.241
C 14.51 6.01 14.83  0.309
C 14.07 6.82 15.82  0.106
Cl 14.92 6.71 17.35  -0.253
C 13.15 7.86 15.57  0.269
Cl 12.81 9.08 16.81  -0.250
C 12.42 7.96 14.41  -0.354
O 11.40 8.81 14.29  -0.580
C 12.75 6.99 13.36  0.673
O 12.12 7.10 12.22  -0.992
C 13.83 6.08 13.53  -0.031
Cl 14.13 4.93 12.29  -0.243
O 12.48 10.17 10.64  -0.864
N 12.08 11.34 10.24  0.530
C 12.32 11.50 8.86  -0.312
C 11.97 12.68 8.25  -0.779
C 11.33 13.68 9.04  -0.063
C 11.14 13.49 10.37  -0.662
C 11.49 12.26 11.06  0.297
S 11.08 11.90 12.72  -0.332
H 12.73 10.59 8.48  0.458
H 12.14 12.79 7.23  0.448
H 11.01 14.64 8.59  0.298
H 10.61 14.27 10.94  0.293
C 7.26 13.10 14.23  -0.722
N 6.81 13.09 12.83  0.164
C 7.10 11.88 12.01  -0.172
C 6.33 14.17 12.24  0.110
O 6.09 15.23 12.81  -0.655
H 7.94 12.24 14.43  0.158
H 6.44 12.99 14.93  0.291
H 7.86 14.04 14.35  0.308
H 7.21 12.14 10.95  0.204
H 6.34 11.07 12.29  0.170
H 8.06 11.41 12.33  -0.207
H 6.17 14.21 11.14  0.349

Computed properties:
Total charge = -2
Energy relative to the best compared isomer or geometry (same formula, charge and spin) = 0.617 eV
HOMO level = -2.288 eV

=====

Formula: C16H15Cl2N3
Source: the Open Molecules 2025 dataset
Level of theory: ωB97M-V/def2-TZVPD

Last column: Mulliken charge in e.
Element x y z (Å)
C -6.53 -0.33 0.21  -1.067
N -5.31 0.19 -0.36  -0.005
C -4.42 -0.84 -0.90  -0.827
C -3.22 -1.13 0.00  -0.531
N -2.44 0.09 0.12  0.261
C -1.11 0.02 0.08  0.553
N -0.49 -1.15 0.09  -0.701
C 0.86 -0.89 0.06  -1.108
C 1.98 -1.70 0.05  0.706
Cl 1.87 -3.41 0.08  -0.221
C 3.26 -1.10 0.02  -0.830
C 3.44 0.26 -0.02  0.626
Cl 5.04 0.90 -0.07  -0.247
C 2.33 1.14 -0.02  -0.239
C 2.29 2.55 -0.06  -0.882
C 1.07 3.20 -0.08  -1.016
C -0.16 2.53 -0.03  -0.054
C -0.16 1.15 0.04  0.437
C 1.09 0.51 0.03  1.155
C -3.18 1.33 0.14  -0.788
C -4.62 1.06 0.58  -1.132
H -6.36 -0.97 1.09  0.362
H -7.06 -0.90 -0.55  0.381
H -7.16 0.51 0.51  0.334
H -4.99 -1.76 -1.07  0.452
H -4.05 -0.49 -1.88  0.229
H -2.58 -1.90 -0.42  0.512
H -3.56 -1.46 0.99  0.143
H 4.12 -1.76 0.01  0.437
H 3.21 3.11 -0.10  0.436
H 1.06 4.28 -0.12  0.368
H -1.07 3.12 -0.06  0.421
H -3.18 1.79 -0.85  0.331
H -2.72 2.01 0.85  0.631
H -4.60 0.64 1.60  0.381
H -5.16 2.01 0.62  0.494

Computed properties:
Structure (SMILES) = CN1CCN(C2=Nc3c(Cl)cc(Cl)c4cccc2c34)CC1
Total charge = 0
HOMO level = -7.609 eV

=====

Formula: C26H26ClN2O3PS3
Source: the Open Molecules 2025 dataset
Level of theory: ωB97M-V/def2-TZVPD

Last column: Mulliken charge in e.
Element x y z (Å)
C -1.91 4.17 5.14  -1.102
C -0.77 4.62 4.11  -0.443
C -1.26 4.49 2.62  -0.466
C -0.13 4.79 1.53  -0.949
C 0.03 3.56 0.56  0.126
C 1.32 2.82 0.45  -1.370
C 1.50 1.62 -0.43  0.162
C 2.90 0.93 -0.40  0.307
C 3.71 1.00 -1.76  -0.737
C 4.37 -0.37 -2.20  -0.476
S 5.18 -1.30 -0.81  -0.119
C 4.43 -2.96 -0.76  0.181
S 4.82 -4.01 -1.99  -0.226
N 3.53 -3.43 0.26  0.206
C 3.25 -4.79 0.60  -0.253
C 2.25 -4.78 1.67  -0.468
N 1.93 -3.42 2.00  -0.590
C 2.72 -2.72 1.16  -0.018
C 0.34 1.19 -1.21  0.951
C -0.99 1.89 -1.15  0.460
C -1.12 3.06 -0.27  0.293
S -2.77 3.90 -0.22  -0.190
C -2.16 1.28 -2.01  -0.191
O -2.99 1.94 -2.60  -0.471
C -2.17 -0.30 -2.06  0.360
C -3.39 -1.12 -2.01  -0.838
C -3.25 -2.60 -2.02  0.393
P -4.76 -3.75 -1.91  0.055
C -4.58 -4.53 -0.19  -0.905
O -4.62 -4.98 -3.09  -0.449
C -1.91 -3.27 -2.07  0.065
Cl -1.68 -5.06 -2.03  -0.181
C -0.69 -2.45 -2.13  -0.793
C -0.85 -1.00 -2.12  0.499
C 0.42 -0.05 -2.14  0.155
O 1.34 -0.34 -2.89  -0.520
H -2.95 4.40 4.76  0.298
H -1.81 4.70 6.13  0.328
H -1.87 3.05 5.33  0.287
H 0.13 3.98 4.36  0.265
H -0.59 5.71 4.34  0.310
H -1.64 3.44 2.46  0.325
H -2.14 5.17 2.42  0.294
H 0.84 5.10 2.00  0.423
H -0.54 5.62 0.88  0.323
H 2.19 3.17 1.07  0.198
H 2.72 -0.15 -0.11  -0.782
H 3.53 1.43 0.39  0.491
H 3.10 1.36 -2.63  0.366
H 4.57 1.73 -1.61  0.385
H 3.62 -1.09 -2.65  0.171
H 5.14 -0.22 -3.02  0.485
H 3.67 -5.73 0.17  0.316
H 1.78 -5.64 2.21  0.367
H 2.64 -1.62 1.27  0.473
H -2.71 4.97 -1.10  0.175
H -4.40 -0.66 -1.94  0.382
H -5.02 -3.88 0.61  0.301
H -3.47 -4.62 0.01  0.291
H -5.01 -5.57 -0.15  0.319
H -4.22 -5.79 -2.70  0.293
H 0.36 -2.86 -2.15  0.459

Computed properties:
Structure (SMILES) = CCCCc1cc(CCCSC(=S)n2ccnc2)c2c(c1S)C(=O)c1cc(P(C)O)c(Cl)cc1C2=O
Total charge = 0
HOMO level = -8.498 eV

=====

no.,LUMO level (eV),E_tot (eV)
1,4.16,-126606.3574
2,-0.53,-46350.7833
3,-1.21,-90818.0978